Record 1
The following is a quantum chemistry calculation of a molecular structure, C37H57FN3O13P2S, from the OMol25 dataset.

Each line ends with the Mulliken charge.
Atoms and positions in Å:
C -1.5307 -2.3961 2.1653  -1.4838
C -0.6257 -1.4397 2.4966  -0.1586
C 0.4422 -0.9454 1.5435  2.5604
C 1.3986 -2.1900 1.3781  -1.0693
O 1.9353 -2.3080 0.0738  -0.5373
C 3.1218 -1.6668 -0.2368  0.9880
C 3.2636 -1.2995 -1.5692  -0.3528
C 4.4181 -0.6748 -2.0014  -0.3629
C 5.4398 -0.3835 -1.1088  -0.8402
C 5.2952 -0.7542 0.2202  -0.7626
C 4.1519 -1.4097 0.6514  -0.7338
C 1.3010 0.1852 2.1175  -4.0986
C 0.6849 1.6286 2.1181  2.5418
C -0.3714 1.5706 3.2293  -0.5077
C -1.5523 2.1850 3.4215  -1.4518
C 1.9213 2.4266 2.7064  -2.1413
C 2.0819 3.9407 2.7054  0.7361
C 1.0412 4.7742 3.4286  -1.2698
F 3.3069 4.1196 3.3964  -0.4224
C 0.2151 1.9139 0.6165  1.1089
P -0.3492 3.7114 0.3183  -0.0967
N -1.3035 4.3481 1.3776  -0.7351
P 1.8350 2.0125 -0.4203  0.1702
S 1.7005 3.0054 -2.0996  -0.2527
C -0.7208 0.7905 -0.0314  -0.7005
C -0.7504 0.7906 -1.5871  -1.5680
C -1.5487 1.7611 -2.4382  -0.7172
N -1.7212 1.5493 -3.6720  -0.6860
C -2.1604 0.6570 0.5168  2.3549
C -3.0869 1.8796 0.4770  -1.6640
C -2.9672 -0.5629 -0.0082  -1.6300
C -3.6779 -0.4397 -1.3659  -1.4967
N -0.0350 -0.5638 0.1982  -0.0225
H -2.5935 -2.2146 2.2939  0.4034
H -1.2299 -3.3572 1.7526  0.2754
H -0.6063 -1.0330 3.5001  0.4988
H 0.8717 -3.1213 1.5709  0.5167
H 2.1353 -2.1251 2.1782  0.2825
H 2.4780 -1.5203 -2.2829  0.4581
H 4.5454 -0.4119 -3.0435  0.5308
H 6.3420 0.1070 -1.4452  0.5266
H 6.0710 -0.5366 0.9404  0.5830
H 4.0845 -1.7003 1.6916  0.5489
H 1.4875 -0.0751 3.1586  0.8327
H 2.2728 0.1756 1.6242  0.3635
H -0.0611 0.9319 4.0539  0.5321
H -2.3792 1.5854 3.8044  0.2932
H -1.7625 3.2331 3.2819  0.3739
H 2.8347 2.0308 2.2585  0.4093
H 1.9894 2.1189 3.7529  0.6476
H 2.3262 4.3198 1.7119  0.2383
H 0.3191 4.1892 3.9885  0.1767
H 1.5686 5.4064 4.1434  0.5429
H 0.5488 5.4626 2.7481  0.2619
H -0.8715 3.7977 -0.9700  0.2269
H 0.8517 4.4233 0.2815  0.2019
H -2.1695 4.6641 0.9594  0.2624
H 2.7808 2.6801 0.3556  0.2973
H 2.3222 0.7052 -0.6033  0.0848
H -1.1652 -0.1851 -1.8579  1.0327
H 0.2519 0.7541 -2.0233  0.6478
H -2.0177 2.6708 -2.0855  0.3745
H -1.2780 0.6773 -3.9720  0.2922
H -2.0614 0.4559 1.5841  -0.4293
H -2.8462 2.6432 -0.2555  0.3570
H -4.1203 1.5821 0.3084  0.3924
H -3.0854 2.3856 1.4399  0.3503
H -3.7525 -0.7000 0.7346  0.8696
H -2.4240 -1.5124 -0.0098  -0.1158
H -3.8961 0.5806 -1.6724  0.2806
H -3.0883 -0.8854 -2.1696  0.4134
H -4.6082 -0.9998 -1.3228  0.2014
H -0.5808 -1.3319 -0.1994  0.9812
H 0.8024 -0.5269 -0.3930  0.2714
C 7.8714 3.5526 -3.6368  -0.3108
C 9.0633 2.6211 -3.5360  -0.3039
O 8.4361 1.3327 -3.5120  -0.3243
C 7.2228 1.4419 -4.0986  0.6866
O 6.5284 0.5199 -4.3847  -0.5403
O 6.9073 2.7371 -4.3131  -0.3166
H 8.0745 4.4546 -4.2066  0.2915
H 7.4729 3.8291 -2.6593  0.2564
H 9.7144 2.6776 -4.4091  0.2776
H 9.6562 2.7739 -2.6388  0.2881
C -8.5240 -3.7217 -0.1605  0.0227
C -7.4225 -4.3477 -0.9886  -0.3352
O -6.3915 -3.3465 -0.9167  -0.3227
C -6.5961 -2.6149 0.1978  0.5838
O -5.8161 -1.8175 0.6254  -0.4890
O -7.7826 -2.8972 0.7574  -0.3520
H -9.1216 -4.4525 0.3754  0.3341
H -9.1829 -3.0885 -0.7513  -0.0147
H -7.0420 -5.2727 -0.5539  0.2676
H -7.7130 -4.5329 -2.0184  0.2596
C 9.4591 -3.3685 2.2017  -0.3395
C 8.0833 -3.8203 2.6518  -0.2795
O 7.5500 -2.6268 3.2399  -0.3211
C 8.1976 -1.5662 2.7009  0.7364
O 7.8752 -0.4323 2.8545  -0.5508
O 9.2540 -1.9706 1.9650  -0.3242
H 9.8013 -3.8624 1.2969  0.2946
H 10.2136 -3.4852 2.9805  0.2703
H 7.4467 -4.1146 1.8156  0.2339
H 8.1103 -4.6255 3.3804  0.3058
C -11.1841 -1.3888 -2.6476  -0.2750
C -11.6765 -1.6925 -4.0491  -0.3613
O -11.1373 -2.9998 -4.2807  -0.3192
C -10.9265 -3.5896 -3.0877  0.6827
O -10.6378 -4.7307 -2.9286  -0.5260
O -11.0795 -2.6994 -2.0746  -0.3012
H -11.8710 -0.7757 -2.0714  0.3215
H -10.1975 -0.9217 -2.6432  0.2325
H -12.7641 -1.7441 -4.1096  0.2664
H -11.3109 -0.9928 -4.7950  0.3083

Net charge: +1
Highest occupied orbital energy, eV: -10.76
Total energy, Ha: -3766.77280
Kohn-Sham gap, eV: 7.832

Record 2
The following is a quantum chemistry calculation of a molecular structure, C37H58BCrN6O4S2Si, from the OMol25 dataset.

Each line ends with the Mulliken charge.
Atoms and positions in Å:
Cr -0.1104 -0.2065 0.5328  0.4323
C -0.2073 7.9691 4.6202  -0.8792
O 0.4515 6.7670 4.9229  -0.4427
C 1.5488 6.4529 4.1380  1.0677
C 2.1178 5.1997 4.3475  -0.7634
C 3.2105 4.7817 3.6151  0.0120
C 3.8003 5.6155 2.6387  -0.4513
C 3.2210 6.8797 2.4670  -0.4644
C 2.1116 7.2995 3.1952  -0.3321
N 4.9467 5.3306 1.9145  -0.8314
N 5.3097 4.0633 1.7253  -0.7038
C 4.3803 3.0680 1.5400  -0.1296
C 4.7119 1.7703 1.9268  -0.6086
C 3.8472 0.6739 1.7672  -0.3996
C 2.6011 0.8238 1.2065  -0.6275
O 1.7052 -0.1565 1.0570  0.5913
C 2.2472 2.1010 0.7156  -0.9955
N 1.0445 2.1670 0.0758  0.1987
C 0.7192 3.2941 -0.5110  -0.2770
C 1.5406 4.4292 -0.5212  -1.3093
C 2.7325 4.3837 0.1610  -0.8563
C 3.1198 3.2149 0.8362  1.4933
H -1.0897 8.0094 5.2565  0.2351
H -0.5168 8.0063 3.5701  0.3560
H 0.4199 8.8433 4.8277  0.3207
H 1.6874 4.5627 5.1110  0.4393
H 3.6387 3.8044 3.7971  0.3648
H 3.6696 7.5443 1.7374  0.4025
H 1.7087 8.2874 3.0148  0.3316
H 5.6804 1.6262 2.3900  0.3805
H 4.1546 -0.3098 2.1035  0.3858
H -0.2372 3.3148 -1.0278  0.2938
H 1.2312 5.3200 -1.0516  0.4448
H 3.3963 5.2367 0.1732  0.6230
C -4.0273 -3.0732 3.3391  -1.9861
C -3.5578 -2.7955 1.9205  1.8622
C -3.6037 -4.0831 1.1085  -2.1712
O -2.1886 -2.3596 1.9773  0.1163
B -1.9535 -1.3347 1.0607  0.6199
O -3.1929 -0.9770 0.4922  -0.5590
C -4.2659 -1.6000 1.2159  1.6728
C -4.8036 -0.5580 2.1911  -1.9685
C -5.3527 -1.9929 0.2298  -1.9290
H -3.4471 -3.9008 3.7497  0.4771
H -5.0835 -3.3546 3.3532  0.3478
H -3.8889 -2.2095 3.9873  0.3789
H -2.9403 -4.8156 1.5710  0.4853
H -3.2638 -3.9213 0.0862  0.4172
H -4.6130 -4.4986 1.0818  0.3861
H -4.0253 -0.2312 2.8823  0.2068
H -5.6532 -0.9349 2.7647  0.4005
H -5.1298 0.3136 1.6204  0.4616
H -4.9421 -2.5673 -0.5986  0.3175
H -5.8175 -1.0928 -0.1771  0.4524
H -6.1310 -2.5847 0.7179  0.3322
C -5.0187 1.4402 -2.6650  -1.0339
C -3.7022 2.2170 -2.6143  -0.7701
C -3.0041 2.0327 -1.3064  0.6506
N -2.0244 1.2245 -1.1336  -0.8218
N -1.6006 1.1822 0.1755  0.6736
C -2.2551 1.9763 0.9651  0.1025
N -2.0263 2.0605 2.3039  -0.2443
S -3.5004 2.8422 0.1514  -0.2774
H -5.4973 1.5616 -3.6368  0.4378
H -5.7144 1.7880 -1.8992  0.2941
H -4.8376 0.3789 -2.4936  0.2220
H -3.8771 3.2799 -2.7935  0.3554
H -3.0178 1.8604 -3.3837  0.2591
H -1.1301 1.6853 2.6205  -0.2309
H -2.2357 2.9490 2.7317  0.2879
C -0.7056 -3.5240 -1.0621  -1.3908
Si 0.7026 -2.4105 -0.4076  1.0090
C 1.6308 -3.5467 0.8560  2.6502
C 2.9011 -2.9207 1.4398  -1.5311
C 0.6887 -3.8238 2.0365  -1.9760
C 2.0117 -4.8977 0.2366  -2.0632
C 1.7138 -1.9807 -2.0008  2.6614
C 0.7960 -1.0929 -2.8586  -1.9104
C 2.0828 -3.2110 -2.8344  -1.9206
C 2.9924 -1.1825 -1.7272  -1.7576
H -0.3541 -4.4055 -1.6051  0.6147
H -1.3675 -2.9603 -1.7257  0.3927
H -1.3093 -3.8693 -0.2211  -0.2248
H 2.6848 -1.9827 1.9483  -0.1452
H 3.6531 -2.7218 0.6728  0.2879
H 3.3457 -3.6170 2.1646  0.5774
H 0.3513 -2.9049 2.5181  0.0145
H 1.2244 -4.4215 2.7862  0.5505
H -0.2032 -4.3802 1.7397  0.3403
H 2.8414 -4.8083 -0.4662  0.3295
H 1.1805 -5.3809 -0.2806  0.2819
H 2.3394 -5.5758 1.0359  0.5230
H -0.1200 -1.6091 -3.1564  0.3257
H 1.3216 -0.7926 -3.7741  0.4911
H 0.5061 -0.1775 -2.3329  0.1603
H 1.2085 -3.8028 -3.1151  0.3246
H 2.7828 -3.8691 -2.3192  0.2954
H 2.5699 -2.8829 -3.7625  0.5201
H 2.7967 -0.2697 -1.1678  0.1309
H 3.4610 -0.9026 -2.6803  0.5475
H 3.7268 -1.7600 -1.1618  0.2532
C 1.2785 0.7253 5.2368  -1.1713
S 0.3560 0.0536 3.8492  0.4553
C -1.0162 -0.7024 4.7382  -0.8539
H 1.6052 -0.0826 5.8914  0.3413
H 0.6853 1.4459 5.7994  0.3681
H 2.1527 1.2267 4.8236  0.2428
H -1.5668 0.0343 5.3264  0.4337
H -0.6575 -1.4987 5.3919  0.4499
H -1.6739 -1.1436 3.9911  -0.1554

Multiplicity: 5
Net charge: -1
Highest occupied orbital energy (spin up / spin down), eV: -2.16 / -3.25
Total energy, Ha: -4229.43699
Kohn-Sham gap (spin up / spin down), eV: 3.921 / 5.014
Relative energy (zero: lowest compared OMol25 entry of this formula, charge and spin), kcal per mole: 0.0

Record 3
The following is a quantum chemistry calculation of a molecular structure, C37H58N4O2Ti, from the OMol25 dataset.

Each line ends with the Mulliken charge.
Atoms and positions in Å:
Ti -0.9293 -1.5703 -0.1286  -1.0035
C -3.4815 -3.2692 -1.3044  -1.3326
N -2.0711 -3.0426 -1.6395  0.8605
C -2.0071 -2.3787 -2.9527  -1.2057
C -1.3361 -4.3259 -1.6386  -1.0806
C -0.5424 -4.4548 -0.3472  -0.9027
N 0.3172 -3.2786 -0.2170  0.4557
C 0.4526 -2.6383 1.0731  -0.4758
C -0.9707 0.0591 1.1398  1.3446
C -0.4441 0.8433 2.1570  -0.0651
C -1.0103 2.0799 2.4560  -0.2693
C -2.1133 2.5062 1.7036  -0.4768
C -2.6899 1.7615 0.6773  0.3096
C -2.0842 0.5196 0.4393  0.2439
O -2.4764 -0.3815 -0.5166  -0.6484
C -3.8401 2.2705 -0.1879  2.3004
C -4.3499 3.6401 0.2666  -2.3948
C -3.3463 2.3944 -1.6380  -1.4208
C -5.0219 1.2911 -0.1467  -1.4967
C -0.4681 3.0026 3.5516  1.9105
C -1.5585 3.2732 4.5974  -1.6729
C -0.0180 4.3334 2.9322  -1.5839
C 0.7345 2.3907 4.2726  -2.1685
C 1.5033 -3.3026 -1.0851  -0.8933
C 2.2574 -2.0022 -1.1522  -0.0483
C 3.6417 -2.0026 -1.0230  -0.3342
C 4.3752 -0.8420 -1.1960  -0.2763
C 3.6687 0.3136 -1.5319  0.1357
C 2.2874 0.3720 -1.6689  -1.2308
C 1.5674 -0.8157 -1.4191  0.4522
O 0.2206 -0.8525 -1.4510  -0.3932
C 1.5856 1.6417 -2.1568  2.8960
C 0.6020 2.1833 -1.1133  -1.3470
C 0.8197 1.3182 -3.4514  -1.7801
C 2.5845 2.7580 -2.4774  -2.4509
C 5.8968 -0.7844 -1.0559  1.9890
C 6.5216 -0.3267 -2.3816  -1.5931
C 6.4922 -2.1455 -0.6944  -2.1862
C 6.2726 0.2107 0.0509  -1.5853
H -3.9675 -3.8767 -2.0779  0.4139
H -3.9845 -2.3058 -1.2382  0.0102
H -3.5652 -3.7769 -0.3470  0.5359
H -2.4926 -2.9866 -3.7259  0.4356
H -0.9691 -2.1961 -3.2210  0.3513
H -2.5089 -1.4147 -2.8773  0.0925
H -0.6575 -4.3416 -2.4898  0.4870
H -2.0197 -5.1709 -1.7681  0.5119
H 0.0475 -5.3807 -0.3351  0.4752
H -1.2162 -4.4765 0.5101  0.3806
H 1.4336 -2.1972 1.2184  0.2476
H 0.1764 -3.2919 1.8922  0.3164
H 0.4217 0.4907 2.7069  0.3554
H -2.5297 3.4772 1.9374  0.5023
H -3.5697 4.4011 0.2066  0.3841
H -4.7237 3.6114 1.2927  0.4241
H -5.1701 3.9558 -0.3823  0.4587
H -2.5461 3.1346 -1.7042  0.2660
H -4.1635 2.7125 -2.2921  0.5308
H -2.9596 1.4387 -1.9924  -0.0094
H -5.3591 1.1359 0.8823  0.2512
H -4.7338 0.3339 -0.5820  0.0737
H -5.8622 1.6911 -0.7200  0.5733
H -2.4314 3.7542 4.1533  0.2727
H -1.1780 3.9293 5.3851  0.4679
H -1.8876 2.3389 5.0574  0.3599
H -0.8433 4.8466 2.4365  0.2951
H 0.7645 4.1637 2.1892  0.3000
H 0.3783 4.9989 3.7041  0.4610
H 0.4747 1.4469 4.7564  0.3833
H 1.0884 3.0782 5.0441  0.4465
H 1.5613 2.2051 3.5842  0.4030
H 1.1764 -3.5727 -2.0925  0.4178
H 2.1808 -4.0921 -0.7374  0.3583
H 4.1340 -2.9406 -0.7964  0.5117
H 4.2361 1.2159 -1.7096  0.5080
H -0.2388 1.5107 -0.9769  -0.2969
H 0.2173 3.1522 -1.4443  0.6184
H 1.0835 2.3215 -0.1426  0.3327
H 0.0692 0.5486 -3.2752  0.1017
H 1.5043 0.9745 -4.2306  0.3543
H 0.3128 2.2158 -3.8151  0.4624
H 3.1303 3.0818 -1.5882  0.4163
H 2.0350 3.6209 -2.8577  0.4566
H 3.3065 2.4615 -3.2417  0.4459
H 6.2727 -1.0231 -3.1848  0.3528
H 7.6099 -0.2789 -2.2925  0.4664
H 6.1650 0.6625 -2.6721  0.3014
H 6.2875 -2.8917 -1.4651  0.3820
H 6.1030 -2.5152 0.2566  0.4062
H 7.5761 -2.0564 -0.5979  0.4358
H 5.9075 1.2140 -0.1718  0.2965
H 7.3587 0.2651 0.1603  0.4555
H 5.8451 -0.0967 1.0073  0.3524
N -4.2419 -1.8768 2.8017  -0.0198
C -3.3546 -2.5427 3.6128  -0.8100
C -2.3001 -2.8497 2.8154  -0.4876
N -2.5205 -2.3805 1.5353  0.4791
C -3.7007 -1.8003 1.5728  -0.6280
H -5.1144 -1.4621 3.0768  0.2523
H -3.5473 -2.7295 4.6537  0.4184
H -1.3963 -3.3565 3.0968  0.3097
H -4.1460 -1.2577 0.7572  0.3109

Highest occupied orbital energy, eV: -6.91
Total energy, Ha: -2663.73637
Kohn-Sham gap, eV: 7.192
Relative energy (zero: lowest compared OMol25 entry of this formula, charge and spin), kcal per mole: 0.0

> The highest total energy belongs to which entry?

C37H58N4O2Ti